No. 1
{
  "formula": "C22H35N6O4Ti",
  "method": "ωB97M-V/def2-TZVPD",
  "species": ["Ti", "C", "C", "N", "C", "C", "N", "C", "C", "N", "C", "C", "N", "C", "C", "C", "C", "C", "C", "C", "N", "H", "H", "H", "H", "H", "H", "H", "H", "H", "H", "H", "H", "H", "H", "H", "H", "H", "H", "H", "H", "H", "H", "H", "O", "C", "O", "C", "N", "C", "C", "C", "H", "H", "H", "H", "H", "H", "H", "H", "H", "C", "O", "C", "O", "H", "H", "H"],
  "coordinates": [[0.69541, -0.38531, 0.82116], [-1.94651, -3.77689, 0.92886], [-0.87267, -2.79825, 0.61092], [-0.17632, -2.13928, 1.50970], [-0.24479, -2.54786, 2.91327], [0.05022, -1.34782, 3.78262], [1.06793, -0.51120, 3.09995], [1.24362, 0.81671, 3.72963], [2.31755, 1.52908, 2.94883], [1.93436, 1.48130, 1.52437], [3.07089, 1.74486, 0.60823], [3.69493, 0.40283, 0.26507], [2.61866, -0.44494, -0.22757], [2.41599, -0.57400, -1.54277], [3.34917, -0.06583, -2.59104], [1.23884, -1.28116, -1.87739], [0.81794, -1.83397, -3.13028], [-0.25678, -2.67454, -3.13256], [-0.93173, -3.05040, -1.93847], [-0.50575, -2.46970, -0.75802], [0.46571, -1.54101, -0.77654], [-1.56193, -4.65520, 1.45250], [-2.70315, -3.31183, 1.56763], [-2.44178, -4.11564, 0.02289], [0.50855, -3.32286, 3.06850], [-1.20654, -2.97825, 3.18281], [0.38311, -1.65429, 4.77245], [-0.83166, -0.72974, 3.89183], [1.95918, -1.00089, 3.14416], [1.49243, 0.72870, 4.78537], [0.29500, 1.34122, 3.63792], [3.26871, 1.00719, 3.07043], [2.45865, 2.55181, 3.29265], [1.20375, 2.18041, 1.35829], [3.78161, 2.44276, 1.05198], [2.66710, 2.19060, -0.29733], [4.10833, -0.04954, 1.16921], [4.51974, 0.51657, -0.43792], [3.59006, 0.98832, -2.42789], [2.91105, -0.15520, -3.58423], [4.29102, -0.62145, -2.58788], [1.37349, -1.64055, -4.03746], [-0.57340, -3.11741, -4.07036], [-1.71855, -3.79020, -1.94976], [-0.23967, 3.16835, 0.20062], [-0.39900, 2.25386, -0.59147], [0.29263, 1.17726, -0.72730], [-1.55695, 2.29415, -1.56667], [-1.82683, 0.89488, -2.07885], [-2.61128, 1.01396, -3.35906], [-2.45591, 2.49285, -3.77662], [-1.36222, 3.06966, -2.85629], [-2.45168, 2.62087, -1.04262], [-2.23850, 0.33849, -1.32099], [-0.90168, 0.47657, -2.21130], [-3.64044, 0.73761, -3.16446], [-2.19729, 0.31365, -4.07661], [-3.39343, 3.02253, -3.61097], [-2.20593, 2.58357, -4.83049], [-1.46118, 4.14018, -2.69784], [-0.36403, 2.87304, -3.25787], [-3.10573, 1.04804, 2.54583], [-1.73201, 0.69146, 2.30499], [-1.38639, 0.10961, 1.10972], [-2.27828, -0.09549, 0.29651], [-3.24591, 2.09929, 2.30229], [-3.27785, 0.89620, 3.60837], [-3.78187, 0.44225, 1.95730]],
  "atomic_forces_ev_per_a": [[1.413, 1.567, 0.556], [-0.139, -0.168, -0.003], [0.230, 0.230, 0.618], [-0.799, -1.881, -0.476], [-0.065, 0.161, -0.184], [0.360, 0.438, -0.200], [-0.169, -0.254, 0.320], [-0.088, -0.365, -0.247], [-0.079, -0.160, -0.378], [-0.132, 0.491, 0.042], [-0.464, -0.121, 0.200], [0.068, -0.145, -0.154], [-0.056, 0.183, -1.515], [1.205, 0.404, 1.453], [0.121, 0.141, -0.156], [-1.466, -1.217, -0.808], [1.038, 0.887, 1.397], [-1.069, -0.716, -0.071], [0.493, 0.329, 0.132], [-0.246, -0.414, -0.708], [0.328, -0.198, -0.919], [0.024, 0.048, -0.008], [0.053, -0.012, -0.026], [-0.005, -0.022, 0.031], [0.076, -0.078, -0.037], [-0.102, -0.025, 0.024], [0.039, -0.058, 0.156], [-0.137, 0.076, -0.008], [0.079, -0.008, 0.104], [0.085, 0.023, 0.172], [-0.108, 0.039, 0.002], [0.074, -0.024, -0.009], [0.014, 0.132, 0.082], [0.162, 0.152, -0.065], [0.118, 0.008, 0.032], [-0.048, 0.078, -0.047], [0.003, -0.080, 0.000], [0.047, 0.043, -0.036], [-0.042, -0.083, -0.022], [0.042, 0.005, 0.060], [-0.047, 0.023, 0.030], [-0.008, -0.003, 0.006], [-0.008, 0.001, 0.082], [0.015, 0.003, -0.096], [0.132, -0.017, 0.076], [0.299, -0.650, -0.100], [0.377, 0.275, 0.388], [-0.517, -0.258, -0.336], [0.050, 0.694, -0.625], [0.323, 0.228, 0.268], [0.070, -0.009, 0.092], [-0.109, -0.096, -0.178], [-0.107, 0.048, 0.039], [-0.209, -0.303, 0.420], [0.133, 0.009, -0.004], [-0.104, -0.017, 0.053], [0.050, -0.034, -0.065], [0.000, -0.004, -0.014], [0.004, 0.028, -0.018], [0.007, 0.006, -0.019], [-0.019, -0.001, 0.009], [0.206, 0.114, 0.104], [-0.248, -0.109, -0.145], [-0.160, 0.900, 1.002], [-0.804, -0.180, -0.186], [-0.045, 0.045, -0.026], [-0.063, 0.025, 0.017], [-0.077, -0.124, -0.078]],
  "homo_ev": [-8.79, -10.86],
  "relative_energy_kcal_mol": 18.45,
  "total_charge": 1,
  "orbital_gap_ev": [5.62, 7.68],
  "lumo_ev": [-3.17, -3.18],
  "e_tot_ev": -63625.496,
  "spin_multiplicity": 3
}

***

No. 2
{
  "formula": "C4H14NO",
  "method": "ωB97M-V/def2-TZVPD",
  "species": ["C", "C", "C", "C", "N", "H", "H", "H", "H", "H", "H", "H", "H", "H", "H", "H", "H", "H", "H", "O"],
  "coordinates": [[-0.32438, 0.81086, -1.33510], [0.40819, 0.29324, -0.12988], [-0.10092, 0.52598, 1.33672], [0.78446, 1.44165, 2.14415], [0.64916, -1.25112, -0.18871], [-0.05993, 1.85956, -1.45027], [-1.39609, 0.62795, -1.31328], [0.00635, 0.29765, -2.24443], [1.43124, 0.67256, -0.03886], [-1.11961, 0.90922, 1.32003], [-0.23699, -0.47604, 1.79479], [0.52940, 1.44766, 3.20792], [1.84413, 1.16673, 2.21222], [0.71112, 2.45697, 1.76299], [-0.24395, -1.73687, -0.12447], [1.14833, -1.39750, -1.06782], [1.37177, -1.37154, 0.51838], [-1.70070, -2.72468, -2.49724], [-2.25789, -1.52756, -2.03358], [-1.44367, -2.02474, -1.87356]],
  "atomic_forces_ev_per_a": [[0.239, -0.409, -0.335], [0.655, -0.575, 1.922], [-0.899, -0.774, -0.659], [0.460, 0.130, 0.840], [1.151, 2.273, -0.888], [-0.419, 0.106, 0.011], [-0.075, 0.381, 0.340], [0.223, 0.136, 0.108], [-0.035, 0.031, -0.828], [-0.057, 0.231, -0.090], [0.298, 0.523, 0.084], [-0.510, 0.133, -0.224], [-0.077, -0.166, -0.622], [0.108, 0.117, 0.060], [0.255, -0.576, -0.047], [-0.641, -0.632, -0.212], [-0.651, -0.848, 0.474], [0.913, -0.527, 0.284], [0.124, 0.752, 0.612], [-1.061, -0.306, -0.828]],
  "homo_ev": -15.75,
  "relative_energy_kcal_mol": 18.35,
  "total_charge": 1,
  "orbital_gap_ev": 12.58,
  "lumo_ev": -3.17,
  "e_tot_ev": -7906.158,
  "spin_multiplicity": 1
}